Formula: C23H33NO11
Source: OMol25
Level of theory: the ωB97M-V functional and the def2-TZVPD basis

Each line ends with the natural charge from an NBO analysis.
Element x y z (Å)
C -1.134 0.127 3.207  -0.61
C -0.318 -0.555 2.127  0.09
C 0.763 -1.462 2.748  -0.25
N 2.113 -1.038 2.294  -0.63
C 3.157 -1.632 2.966  0.89
O 4.198 -1.081 3.224  -0.63
O 2.898 -2.910 3.264  -0.54
C 4.061 -3.759 3.303  -0.06
C 3.579 -5.192 3.538  -0.42
C 2.145 -5.423 3.069  -0.52
C 1.091 -5.000 4.033  0.80
O 0.026 -4.564 3.713  -0.58
O 1.422 -5.194 5.333  -0.71
O -1.210 -1.310 1.334  -0.53
C -0.934 -1.336 -0.060  -0.09
C -1.297 -0.026 -0.734  0.02
C -2.430 0.630 -0.280  -0.25
C -2.794 1.834 -0.842  -0.20
C -2.029 2.367 -1.853  -0.22
C -0.904 1.732 -2.321  -0.19
C -0.527 0.523 -1.760  -0.24
H -1.421 -0.597 3.962  0.21
H -2.017 0.569 2.768  0.22
H -0.549 0.929 3.646  0.21
H 0.188 0.230 1.562  0.17
H 0.553 -2.467 2.423  0.24
H 0.712 -1.362 3.828  0.18
H 2.203 -0.041 2.439  0.38
H 4.624 -3.692 2.380  0.18
H 4.661 -3.445 4.143  0.20
H 4.217 -5.855 2.970  0.22
H 3.644 -5.424 4.590  0.23
H 1.922 -4.989 2.106  0.24
H 2.011 -6.498 2.958  0.24
H 1.005 -4.476 5.825  0.50
H -1.563 -2.104 -0.495  0.20
H 0.102 -1.609 -0.271  0.17
H -2.992 0.197 0.528  0.22
H -3.666 2.341 -0.468  0.21
H -2.314 3.313 -2.283  0.23
H -0.294 2.154 -3.099  0.23
H 0.346 -0.006 -2.083  0.21
C -6.321 3.087 -5.308  -0.63
C -6.066 3.730 -3.969  0.06
C -6.716 5.080 -3.770  -0.09
O -5.852 5.684 -2.798  -0.49
C -4.616 5.152 -2.977  0.97
O -3.620 5.567 -2.484  -0.57
O -4.679 4.077 -3.802  -0.50
H -6.119 3.787 -6.120  0.22
H -5.671 2.225 -5.451  0.23
H -7.359 2.760 -5.377  0.22
H -6.334 3.044 -3.160  0.18
H -7.737 5.024 -3.400  0.20
H -6.689 5.689 -4.677  0.18
C 5.717 0.412 -0.990  -0.63
C 4.345 1.021 -1.102  0.07
C 3.290 0.122 -1.704  -0.10
O 2.367 1.075 -2.260  -0.50
C 3.090 2.183 -2.578  0.97
O 2.686 3.076 -3.247  -0.57
O 4.329 2.116 -2.038  -0.49
H 6.020 -0.035 -1.938  0.21
H 6.456 1.171 -0.736  0.23
H 5.726 -0.353 -0.218  0.23
H 4.020 1.411 -0.134  0.19
H 2.800 -0.519 -0.975  0.21
H 3.684 -0.485 -2.523  0.18

Results
HOMO: -8.81 eV
charge: 0
frontier orbital gap: 9.267 eV
ΔE to the lowest compared entry with this formula, charge and spin: 0.0 kJ/mol
spin multiplicity: 1